# 1
# C45H67BN10O

A cluster of 11 separate species, C45H67BN10O in total at a distorted geometry (ωB97M-V/def2-TZVPD, the OMol25 dataset).

Values from the calculation:
HOMO level (Eh): -0.276
Calculated total energy (eV): -65346.883
Frontier orbital gap (eV): 4.9

CARTESIAN COORDINATES (ANGSTROEM)
C1 0.0801 -1.5637 2.1607
C2 0.0561 -0.2057 1.4457
C3 1.5211 0.3573 1.6737
C4 1.8851 1.5053 0.8057
C5 1.6931 1.0313 -0.6753
C6 0.3001 0.4923 -1.0963
N1 -0.2129 -0.4077 0.0257
O1 -0.9999 -1.2127 -0.2793
C7 0.4781 -0.3127 -2.3823
C8 -0.7829 1.6003 -1.3413
C9 -1.0609 0.6743 2.0687
H1 0.9411 -2.2427 1.7327
H2 -0.7159 -2.2177 1.7777
H3 0.1201 -1.7047 3.2277
H4 2.3481 -0.5537 1.7297
H5 1.5261 0.7363 2.5457
H6 2.9451 1.7503 1.0147
H7 1.1751 2.3713 1.0067
H8 2.4021 0.4023 -1.0493
H9 1.9051 2.0443 -1.4333
H10 1.2431 -1.1217 -2.1423
H11 0.9751 0.1363 -3.1903
H12 -0.2559 -0.9327 -2.6483
H13 -0.9109 2.3343 -0.4943
H14 -1.5739 1.2243 -1.7893
H15 -0.6019 2.2393 -1.8573
H16 -0.8499 0.9293 3.1827
H17 -2.0169 0.1583 1.9497
H18 -1.0309 1.7963 1.6187
B1 3.6161 -3.1717 0.4917
H19 4.2011 -2.4837 1.2507
H20 4.5641 -3.3027 -0.2333
H21 3.2931 -3.9647 0.9537
H22 2.7441 -2.7037 -0.1133
N2 4.7551 -0.6407 -1.4483
C10 5.3661 0.5943 -1.1123
C11 5.4221 1.3683 -2.4493
C12 4.7451 0.6103 -3.5223
C13 4.3921 -0.6677 -2.8153
H23 4.3631 -1.2877 -0.9253
H24 5.5641 0.4673 -0.0543
H25 5.6101 2.3883 -2.5093
H26 4.4711 0.8713 -4.5263
H27 3.8761 -1.4417 -3.2723
N3 -3.8079 1.5103 6.7807
C14 -2.8159 0.5383 6.7547
C15 -2.7069 0.2643 5.2367
C16 -3.6129 1.1493 4.4197
C17 -4.2949 1.9603 5.4887
H28 -4.1539 1.7723 7.6717
H29 -2.3629 0.0403 7.7127
H30 -2.1369 -0.6007 4.8827
H31 -3.9399 1.2423 3.4077
H32 -5.0659 2.6243 5.3697
N4 -2.1749 -4.2387 4.0937
C18 -3.5999 -4.2637 4.1907
C19 -3.8459 -3.8637 5.5857
C20 -2.5869 -3.4367 6.1297
C21 -1.4989 -3.6677 5.2047
H33 -1.6519 -4.5567 3.1757
H34 -4.0509 -4.7677 3.3937
H35 -4.7759 -3.9037 6.2347
H36 -2.5179 -3.0127 7.0687
H37 -0.4589 -3.4167 5.2587
N5 1.8481 -3.0667 -4.9573
C22 2.9451 -2.6187 -5.6953
C23 2.4361 -1.3137 -6.4573
C24 0.9321 -1.1897 -6.1043
C25 0.6991 -2.3407 -5.1043
H38 2.0101 -3.6117 -4.1463
H39 4.0071 -2.8687 -5.5693
H40 3.0341 -0.6337 -6.9453
H41 0.2201 -0.4627 -6.3953
H42 -0.0999 -2.7477 -4.6233
N6 -3.7289 -2.8157 -4.2563
C26 -3.5789 -1.4877 -4.5773
C27 -3.4719 -0.7527 -3.2603
C28 -3.6369 -1.8307 -2.1853
C29 -3.7639 -3.2017 -2.9093
H43 -3.8889 -3.4787 -5.0813
H44 -3.6529 -1.2007 -5.5463
H45 -3.2409 0.1933 -3.0103
H46 -3.5389 -1.8497 -1.2043
H47 -3.7409 -4.1897 -2.7663
N7 1.1351 3.8253 4.1687
C30 1.7531 4.6253 3.2707
C31 3.1291 4.0503 3.1937
C32 3.1161 2.8063 4.0687
C33 1.7451 2.7313 4.6687
H48 0.1611 4.1013 4.4607
H49 1.1231 5.4783 2.9577
H50 3.9451 4.3653 2.7037
H51 3.9551 1.9583 4.2937
H52 1.1881 2.0753 5.3777
N8 -0.0199 -5.8857 2.0507
C34 -1.1299 -6.7757 2.1967
C35 -2.2889 -6.3517 1.3787
C36 -1.6609 -5.1607 0.6437
C37 -0.2049 -4.9777 0.9317
H53 0.8611 -6.0007 2.3277
H54 -0.9349 -7.6877 2.8837
H55 -3.3609 -6.6797 1.2637
H56 -2.2059 -4.7667 -0.1693
H57 0.6381 -4.4137 0.7187
N9 2.0031 1.9013 -5.1033
C38 1.0531 2.3643 -6.0313
C39 0.4711 3.6813 -5.4773
C40 1.1291 3.8593 -4.0303
C41 2.0561 2.7703 -3.9493
H58 2.4541 1.0303 -5.3873
H59 0.9841 2.0643 -6.9803
H60 -0.1549 4.2823 -5.8663
H61 0.9201 4.6063 -3.2403
H62 2.8831 2.5173 -3.0883
N10 -2.6609 7.8273 -1.1803
C42 -2.7569 7.3113 0.1037
C43 -1.9869 5.9823 0.1177
C44 -1.5939 5.7223 -1.3403
C45 -2.0599 6.9263 -2.0523
H63 -2.9499 8.8103 -1.3553
H64 -3.2519 7.8403 1.0327
H65 -1.7799 5.2843 0.9667
H66 -1.0219 4.9363 -1.8433
H67 -1.9789 7.1183 -3.2543


# 2
# C45H69IN3NaO4PSSi3

A structure of composition C45H69IN3NaO4PSSi3 (ωB97M-V/def2-TZVPD, the OMol25 dataset).

Values from the calculation:
HOMO level (Eh): -0.153
Calculated total energy (eV): -116730.631
Total charge: -1
Frontier orbital gap (eV): 5.8

CARTESIAN COORDINATES (ANGSTROEM)
Na1 -0.5440 -0.7268 -0.5398
C1 -2.0554 1.2851 -3.1818
Si1 -3.2825 0.8538 -1.7972
C2 -4.9754 0.9396 -2.6537
C3 -3.2745 2.3131 -0.6032
C4 -3.0276 -0.7712 -0.9888
C5 -2.9170 -0.7863 0.4484
C6 -3.7117 -1.6023 1.2973
C7 -3.5563 -1.5716 2.6621
C8 -2.6107 -0.7191 3.2325
C9 -1.8555 0.0400 2.3616
N1 -1.9706 0.0003 1.0340
Si2 -3.5800 -2.2881 -1.8439
C10 -2.7074 -3.8307 -1.1703
C11 -5.4379 -2.6732 -1.7990
C12 -3.1305 -2.2373 -3.6759
H1 -2.3691 2.2046 -3.6856
H2 -2.0047 0.4928 -3.9338
H3 -1.0623 1.4754 -2.7628
H4 -5.1093 1.9380 -3.0822
H5 -5.7728 0.7784 -1.9234
H6 -5.1082 0.2110 -3.4588
H7 -4.0416 3.0239 -0.9262
H8 -2.3136 2.8360 -0.5855
H9 -3.4841 2.0324 0.4276
H10 -4.4826 -2.2257 0.8624
H11 -4.1862 -2.1959 3.2867
H12 -2.4555 -0.6474 4.3001
H13 -1.0876 0.7095 2.7359
H14 -2.8781 -3.9692 -0.1000
H15 -1.6277 -3.7469 -1.3275
H16 -3.0491 -4.7329 -1.6860
H17 -5.7669 -3.0223 -0.8176
H18 -5.6741 -3.4636 -2.5205
H19 -6.0314 -1.7937 -2.0554
H20 -2.0826 -1.9824 -3.8155
H21 -3.7304 -1.5262 -4.2506
H22 -3.2895 -3.2304 -4.1088
C13 2.6706 -6.0890 1.6802
C14 3.7518 -5.2230 1.5932
C15 3.5422 -3.8659 1.3943
C16 2.2485 -3.3607 1.2724
C17 1.1705 -4.2410 1.3515
C18 1.3788 -5.5965 1.5634
P1 1.8647 -1.6032 0.9687
C19 1.8296 -0.8420 2.6193
C20 1.5530 0.5264 2.6511
C21 1.4273 1.1921 3.8584
C22 1.5592 0.4887 5.0510
C23 1.8219 -0.8722 5.0272
C24 1.9609 -1.5393 3.8152
C25 3.4270 -0.9509 0.2774
C26 4.3768 -0.2588 1.0224
C27 5.5296 0.2264 0.4195
C28 5.7505 0.0185 -0.9338
C29 4.8099 -0.6741 -1.6851
C30 3.6536 -1.1481 -1.0850
H23 2.8349 -7.1485 1.8326
H24 4.7621 -5.6029 1.6818
H25 4.3855 -3.1906 1.3272
H26 0.1577 -3.8665 1.2438
H27 0.5292 -6.2648 1.6247
H28 1.4101 1.0951 1.7380
H29 1.2036 2.2528 3.8452
H30 1.4450 1.0043 5.9968
H31 1.9174 -1.4219 5.9559
H32 2.1669 -2.6023 3.8050
H33 4.2125 -0.0814 2.0783
H34 6.2532 0.7742 1.0101
H35 6.6472 0.4023 -1.4040
H36 4.9680 -0.8350 -2.7445
H37 2.9124 -1.6689 -1.6804
I1 0.8960 -4.3031 -6.0048
C31 0.7049 -2.8817 -4.5419
C32 0.5782 -1.5206 -4.7094
N2 0.4773 -0.9991 -3.4764
N3 0.5132 -1.9318 -2.5166
C33 0.6525 -3.0836 -3.1529
H38 0.5409 -0.9016 -5.5894
H39 0.3195 -0.0340 -3.2186
H40 0.7190 -4.0049 -2.5953
O1 0.6764 1.0279 -0.9030
H41 1.5079 1.4701 -1.1032
H42 0.2530 1.6681 -0.2831
C34 2.9218 7.5767 3.0743
C35 2.5851 6.2177 2.4694
C36 2.6405 5.1403 3.5481
C37 3.5371 5.8882 1.3233
O2 1.2617 6.3550 1.9522
Si3 0.0665 5.2283 1.7132
S1 0.7285 3.4755 0.8818
O3 -1.0811 6.0647 0.8643
C38 -0.9848 6.8160 -0.3439
C39 -2.3918 6.8413 -0.9288
C40 -0.5229 8.2283 0.0086
C41 -0.0184 6.1664 -1.3289
O4 -0.6294 5.0289 3.2048
C42 -1.9714 4.7245 3.5729
C43 -1.8824 4.0587 4.9427
C44 -2.6127 3.7688 2.5730
C45 -2.7631 6.0270 3.6667
H43 3.9357 7.5854 3.4814
H44 2.2209 7.8044 3.8798
H45 2.8432 8.3583 2.3164
H46 3.6354 5.1129 3.9985
H47 2.4199 4.1599 3.1224
H48 1.9067 5.3547 4.3263
H49 4.5682 5.8116 1.6818
H50 3.4945 6.6757 0.5679
H51 3.2435 4.9454 0.8668
H52 -3.0868 7.2603 -0.1983
H53 -2.7141 5.8271 -1.1688
H54 -2.4331 7.4474 -1.8368
H55 -1.2332 8.6925 0.6965
H56 -0.4560 8.8470 -0.8903
H57 0.4528 8.1897 0.4921
H58 -0.3064 5.1327 -1.5246
H59 0.9969 6.1557 -0.9316
H60 -0.0147 6.7229 -2.2704
H61 -1.2987 3.1390 4.8660
H62 -2.8737 3.8111 5.3282
H63 -1.3852 4.7252 5.6504
H64 -2.0013 2.8716 2.4705
H65 -2.6972 4.2279 1.5877
H66 -3.6124 3.4792 2.9065
H67 -2.2738 6.7075 4.3671
H68 -3.7801 5.8360 4.0208
H69 -2.8104 6.5065 2.6914